This record from the OMol25 dataset describes a cluster of 8 separate species, C9H30F3N14O7 in total in a non-equilibrium geometry. The level of theory is ωB97M-V/def2-TZVPD.

Calculated values
Charge   -1
Molecular weight   503.42 g/mol
HOMO level   -1.8665 eV
Orbital gap   3.14 eV
E_tot   -1954.0880 Eh

Last column: Mulliken charge in e.
Geometry (Å):
C -3.000 -2.128 1.065  -1.208
C -4.350 -1.809 0.690  1.045
F -4.829 -0.619 1.194  -0.307
F -5.286 -2.760 1.042  -0.321
F -4.671 -1.639 -0.710  -0.386
H -2.342 -1.375 0.638  0.054
H -2.798 -3.121 0.647  0.052
C -4.478 -3.392 -4.227  0.614
O -4.100 -3.772 -5.339  -0.804
N -4.392 -2.118 -3.795  -0.200
N -5.025 -4.264 -3.328  -0.380
H -4.698 -1.842 -2.873  0.213
H -3.954 -1.432 -4.385  0.163
H -5.099 -5.224 -3.600  0.202
H -5.308 -3.985 -2.405  0.174
C -5.848 1.063 -3.465  0.622
O -4.699 0.738 -3.250  -0.577
N -6.656 0.381 -4.340  -0.347
N -6.434 2.133 -2.838  -0.430
H -7.609 0.627 -4.521  0.150
H -6.261 -0.422 -4.793  0.226
H -5.873 2.633 -2.176  0.224
H -7.384 2.413 -2.988  0.138
C 0.490 -0.076 0.384  0.673
O -0.214 -0.579 1.231  -0.615
N 0.527 1.276 0.152  -0.318
N 1.314 -0.826 -0.426  -0.397
H 1.106 1.710 -0.540  0.118
H -0.064 1.857 0.715  0.159
H 1.288 -1.820 -0.298  0.223
H 1.889 -0.437 -1.148  0.149
C 2.411 3.913 2.219  0.568
O 1.629 3.965 1.290  -0.617
N 3.358 4.888 2.433  -0.352
N 2.419 2.890 3.122  -0.267
H 4.012 4.862 3.191  0.161
H 3.379 5.656 1.790  0.192
H 1.740 2.159 2.997  0.194
H 3.057 2.836 3.894  0.133
C -1.626 -1.744 -7.448  0.589
O -1.824 -0.876 -6.617  -0.628
N -2.324 -2.910 -7.494  -0.269
N -0.662 -1.597 -8.425  -0.404
H -2.160 -3.612 -8.189  0.164
H -3.038 -3.073 -6.792  0.265
H -0.130 -0.748 -8.418  0.223
H -0.471 -2.289 -9.122  0.143
C 5.886 2.604 5.012  0.729
O 5.132 2.101 5.833  -0.678
N 5.985 3.963 4.866  -0.453
N 6.681 1.873 4.181  -0.359
H 6.594 4.407 4.205  0.161
H 5.419 4.531 5.469  0.243
H 6.642 0.872 4.255  0.186
H 7.294 2.282 3.503  0.170
C 6.255 -1.539 7.299  0.521
O 6.449 -2.732 7.448  -0.652
N 5.738 -1.002 6.153  -0.314
N 6.539 -0.620 8.276  -0.331
H 5.590 -0.013 6.040  0.217
H 5.500 -1.635 5.413  0.174
H 6.915 -0.967 9.136  0.195
H 6.371 0.363 8.170  0.182